Record 1
Molecular formula: C6H13NS
Method: DFT, ωB97M-V with the def2-TZVPD basis set

Last column: Löwdin charge in e.
Cartesian coordinates (Å):
C 1.68 -1.71 0.05  -0.055
C 1.06 -0.38 0.70  -0.445
C -0.36 -0.48 1.22  -0.530
C 1.34 0.65 -0.39  -0.296
C 0.37 0.72 -1.67  -0.076
C -0.42 1.72 -0.87  -0.284
H 0.85 -1.89 -0.75  0.101
H 2.66 -1.39 -0.41  0.073
H 1.82 -2.37 0.98  0.096
H 1.64 -0.03 1.53  0.122
H -0.23 -1.41 1.99  0.098
H -0.73 0.33 2.01  0.103
H -2.86 0.37 0.29  0.023
H 2.47 0.67 -0.57  0.145
H -0.12 -0.19 -2.06  0.103
H 0.83 0.97 -2.50  0.046
H -0.47 2.58 -1.45  0.076
H -1.38 1.63 -0.21  0.088
H 0.42 2.19 1.03  0.178
N 0.67 1.90 -0.04  -0.085
S -1.98 -1.12 0.39  0.521

Largest force on an atom in Eh/bohr: 0.1301
Relative energy (zero: lowest compared OMol25 entry of this formula, charge and spin) in kcal/mol: 126.90
HOMO energy in eV: -8.1
Gap between HOMO and LUMO in eV: 8.25
Calculated total energy in eV: -18752.7741

***

Record 2
Molecular formula: C6H13NS
Method: DFT, ωB97M-V with the def2-TZVPD basis set

Last column: Löwdin charge in e.
Cartesian coordinates (Å):
C -0.50 2.14 0.12  -0.094
C -2.31 -1.12 1.09  -0.249
C 0.42 -0.56 0.76  -0.420
C 2.71 0.38 0.37  -0.113
C -1.47 -1.15 -1.59  -0.167
C 1.56 -0.48 -0.16  -0.371
N -1.28 1.34 -0.44  -0.128
S -1.10 -0.41 0.04  0.885
H -0.47 3.11 -0.07  0.029
H 0.40 1.72 0.66  0.075
H -3.14 -0.95 0.51  -0.057
H -2.40 -0.60 1.97  -0.041
H 0.37 -1.26 1.64  0.086
H 3.55 0.10 -0.19  0.046
H 2.94 0.29 1.41  0.075
H 2.60 1.41 0.04  0.071
H -0.80 -0.67 -2.25  0.030
H -1.08 -2.19 -1.50  0.087
H -2.47 -1.17 -1.91  0.045
H 1.79 -1.41 -0.67  0.099
H 1.06 0.02 -1.10  0.111

Largest force on an atom in Eh/bohr: 0.1057
Relative energy (zero: lowest compared OMol25 entry of this formula, charge and spin) in kcal/mol: 162.53
HOMO energy in eV: -7.3
Gap between HOMO and LUMO in eV: 8.11
Calculated total energy in eV: -18751.2292

***

Record 3
Molecular formula: C6H13NS
Method: DFT, ωB97M-V with the def2-TZVPD basis set

Last column: Löwdin charge in e.
Cartesian coordinates (Å):
C 1.45 -2.09 0.93  0.014
C 0.98 -0.87 0.92  -0.247
C 0.71 2.15 0.98  -0.040
C 0.66 -0.66 -1.62  -0.075
C 0.10 1.20 -0.14  -0.197
C 0.40 -0.24 -0.21  -0.382
N -3.18 -0.44 -0.13  -0.477
S -1.99 -1.51 0.36  0.566
H 2.15 -2.39 1.74  0.079
H 1.75 -2.58 0.00  0.060
H 0.72 -0.32 1.80  0.095
H 0.34 3.09 0.85  0.039
H 1.76 2.13 0.96  0.063
H 0.56 1.86 1.97  0.044
H 1.71 -0.43 -1.75  0.100
H 0.59 -1.80 -1.64  0.098
H -0.06 -0.15 -2.23  0.081
H -0.96 1.38 -0.19  0.098
H 0.36 1.48 -1.15  0.095
H -3.68 -0.22 0.70  -0.024
H -3.84 -0.89 -0.77  0.008

Largest force on an atom in Eh/bohr: 0.0830
Relative energy (zero: lowest compared OMol25 entry of this formula, charge and spin) in kcal/mol: 92.22
HOMO energy (alpha / beta) in eV: -7.1 / -7.1
Gap between HOMO and LUMO (alpha / beta) in eV: 6.45 / 6.45
Calculated total energy in eV: -18754.2781

***

Record 4
Molecular formula: C6H13NS
Method: DFT, ωB97M-V with the def2-TZVPD basis set

Last column: Löwdin charge in e.
Cartesian coordinates (Å):
C 0.59 -1.60 -2.00  -0.106
C -1.97 -1.24 -0.73  -0.355
C -0.57 0.97 0.18  -0.320
C 0.51 3.01 -0.76  -0.109
C 0.28 -2.36 2.08  -0.001
C 0.69 1.78 0.15  -0.322
N 0.79 -0.98 -0.93  -0.212
S -0.59 -0.72 0.11  0.899
H 1.42 -1.79 -2.66  0.073
H -0.41 -1.93 -2.30  0.050
H -2.33 -2.17 -0.31  -0.018
H -2.72 -0.46 -0.75  -0.010
H -1.39 1.36 0.76  0.077
H 0.35 2.70 -1.79  0.074
H 1.40 3.63 -0.72  0.069
H -0.34 3.60 -0.44  0.071
H -0.03 -3.31 1.69  -0.017
H 1.32 -2.11 2.03  -0.018
H -0.31 -1.93 2.87  -0.018
H 0.94 2.14 1.16  0.109
H 1.51 1.17 -0.22  0.085

Largest force on an atom in Eh/bohr: 0.0235
Relative energy (zero: lowest compared OMol25 entry of this formula, charge and spin) in kcal/mol: 164.47
HOMO energy (alpha / beta) in eV: -7.5 / -7.6
Gap between HOMO and LUMO (alpha / beta) in eV: 6.97 / 8.02
Calculated total energy in eV: -18751.1451

***

Record 5
Molecular formula: C6H13O2
Method: DFT, ωB97M-V with the def2-TZVPD basis set

Last column: Löwdin charge in e.
Cartesian coordinates (Å):
C 1.18 -0.36 1.52  -0.174
C 1.69 -1.63 0.74  -0.138
C 2.27 -0.19 2.72  -0.766
O 2.20 -1.06 3.61  -0.097
O 3.01 0.79 2.56  -0.097
H 1.21 0.60 1.01  0.072
H 0.30 -0.83 1.96  0.086
H 1.68 -2.38 1.54  0.060
H 2.75 -1.67 0.49  0.066
H 1.08 -1.81 -0.14  0.020
C -1.59 0.83 -0.84  -0.322
C -2.36 1.78 -1.78  -0.128
C -0.80 -0.22 -1.60  -0.125
H -0.95 1.36 -0.12  0.091
H -2.31 0.42 -0.13  0.101
H -2.94 2.56 -1.29  0.057
H -0.22 0.09 -2.49  0.074
H -0.13 -0.66 -0.87  0.024
H -1.38 -0.97 -2.16  0.071
H -1.61 2.21 -2.44  0.063
H -3.07 1.14 -2.30  0.062

Largest force on an atom in Eh/bohr: 0.0662
Relative energy (zero: lowest compared OMol25 entry of this formula, charge and spin) in kcal/mol: 28.50
HOMO energy in eV: -3.7
Charge: -1
Gap between HOMO and LUMO in eV: 6.97
Calculated total energy in eV: -10528.4690

***

Record 6
Molecular formula: C6H13O2
Method: DFT, ωB97M-V with the def2-TZVPD basis set

Last column: Löwdin charge in e.
Cartesian coordinates (Å):
C -1.01 -2.09 0.28  -0.459
O -0.28 -2.72 1.25  -0.323
C -0.09 -1.40 -0.74  -0.202
C 0.47 -0.06 -0.21  -0.200
C 0.61 0.97 -1.33  -0.224
C -0.07 3.52 -0.98  -0.032
C 0.66 2.42 -0.84  -0.196
H -1.79 -1.47 0.82  0.100
H -1.72 -2.84 -0.17  0.080
H 0.70 -2.15 -0.71  0.094
H -0.38 -1.36 -1.79  0.087
H -0.29 0.33 0.48  0.105
H 1.31 -0.14 0.49  0.113
H 1.50 0.92 -1.98  0.104
H -0.16 0.86 -2.10  0.097
H -1.14 3.58 -1.13  0.044
H 0.34 4.49 -0.72  0.036
H 1.72 2.62 -0.63  0.089
H -0.28 -2.12 2.51  -0.018
H 0.33 -1.81 4.04  -0.025
O -0.43 -1.56 3.46  -0.270

Largest force on an atom in Eh/bohr: 0.0433
Relative energy (zero: lowest compared OMol25 entry of this formula, charge and spin) in kcal/mol: 74.49
HOMO energy in eV: -3.2
Charge: -1
Gap between HOMO and LUMO in eV: 6.75
Calculated total energy in eV: -10526.4747